[1]
Below is a cluster of 5 separate species, C33H71BrN8O9P4 in total in a non-equilibrium geometry, with properties calculated with the ωB97M-V functional and the def2-TZVPD basis.

```
! RIJCOSX wB97M-V def2-TZVPD def2/J DEFGRID3
* xyz 0 1
N -4.282 1.936 -1.284
P -4.462 2.080 0.267
C -5.483 0.692 0.961
C -6.795 0.640 0.500
Br -7.509 1.907 -0.694
C -7.644 -0.363 0.947
C -7.198 -1.293 1.868
C -5.896 -1.278 2.360
P -5.373 -2.484 3.636
P -4.883 -4.102 2.318
O -3.516 -3.832 1.833
O -5.054 -5.464 3.136
O -5.917 -4.170 1.090
C -5.020 -0.293 1.881
P -3.243 -0.242 2.292
N -2.444 -0.028 0.977
O -2.781 -1.517 3.118
O -3.141 0.966 3.327
C -8.351 -2.203 2.183
O -8.345 -3.270 2.727
N -9.538 -1.583 1.656
C -10.221 -0.849 2.735
O -11.428 -0.325 2.244
N -11.479 1.122 2.454
O -11.953 1.643 1.548
C -9.079 -0.659 0.631
O -9.745 -0.291 -0.285
H -4.696 2.741 -1.744
H -3.281 2.115 0.994
H -5.184 3.215 0.679
H -6.543 -2.816 4.332
H -5.018 -6.216 2.527
H -6.488 -4.945 1.143
H -1.759 -0.767 0.860
H -2.782 -2.317 2.544
H -2.198 1.184 3.392
H -9.597 -0.032 3.123
H -10.421 -1.540 3.553
C 0.874 1.507 -0.202
C 2.228 0.835 -0.359
N 2.138 -0.612 -0.425
C 3.422 -1.276 -0.302
C 4.462 -1.045 -1.409
C 1.246 -1.140 -1.444
C 1.506 -0.752 -2.906
H 0.340 1.106 0.660
H 1.008 2.580 -0.053
H 0.245 1.379 -1.083
H 2.843 1.095 0.508
H 2.738 1.264 -1.237
H 3.247 -2.349 -0.201
H 3.864 -0.964 0.651
H 4.214 -1.586 -2.322
H 5.439 -1.408 -1.079
H 4.573 0.012 -1.652
H 0.228 -0.833 -1.191
H 1.239 -2.229 -1.354
H 1.717 0.312 -3.015
H 0.620 -0.972 -3.504
H 2.333 -1.311 -3.342
C 6.031 1.906 1.186
C 6.549 2.327 2.552
N 5.644 1.972 3.630
C 5.980 2.599 4.895
C 7.309 2.223 5.563
C 5.263 0.571 3.693
C 6.377 -0.477 3.828
H 5.032 2.306 1.009
H 6.691 2.287 0.406
H 5.993 0.821 1.079
H 6.666 3.413 2.561
H 7.560 1.907 2.688
H 5.163 2.409 5.597
H 5.975 3.681 4.731
H 7.276 1.230 6.010
H 7.527 2.929 6.366
H 8.143 2.258 4.862
H 4.689 0.338 2.792
H 4.552 0.453 4.514
H 7.210 -0.278 3.153
H 5.982 -1.464 3.577
H 6.766 -0.537 4.843
C 4.838 -8.133 -0.850
C 5.869 -7.101 -1.283
N 5.279 -5.938 -1.918
C 6.249 -5.087 -2.584
C 7.306 -4.379 -1.727
C 4.260 -5.250 -1.146
C 4.641 -4.718 0.242
H 4.204 -8.421 -1.689
H 5.344 -9.026 -0.482
H 4.201 -7.765 -0.045
H 6.539 -7.568 -2.011
H 6.493 -6.841 -0.413
H 5.703 -4.337 -3.164
H 6.767 -5.705 -3.324
H 6.887 -3.544 -1.167
H 8.087 -3.973 -2.372
H 7.786 -5.061 -1.023
H 3.411 -5.928 -1.027
H 3.873 -4.428 -1.755
H 5.208 -5.444 0.825
H 3.734 -4.488 0.804
H 5.221 -3.798 0.176
C -4.885 7.797 -3.548
C -3.493 7.184 -3.537
N -3.508 5.734 -3.581
C -2.219 5.132 -3.287
C -1.056 5.393 -4.253
C -4.244 5.145 -4.687
C -3.823 5.520 -6.115
H -5.496 7.385 -2.743
H -4.814 8.876 -3.404
H -5.402 7.630 -4.493
H -2.994 7.478 -2.610
H -2.907 7.629 -4.358
H -2.361 4.053 -3.181
H -1.916 5.479 -2.294
H -1.159 4.828 -5.179
H -0.120 5.076 -3.788
H -0.957 6.450 -4.503
H -5.298 5.406 -4.567
H -4.211 4.059 -4.572
H -3.649 6.591 -6.223
H -4.617 5.246 -6.813
H -2.924 4.994 -6.431
*
```

As for the SMILES: N=[PH2]c1c(Br)c2c(c(PP(=O)(O)O)c1P(=N)(O)O)C(=O)N(CON=O)C2=O.CCN(CC)CC.CCN(CC)CC.CCN(CC)CC.CCN(CC)CC. Its orbital gap is 6.64 eV. The value obtained for the HOMO energy is -7.9 eV.

[2]
Below is a cluster of 2 separate species, C2H3O2S in total in a non-equilibrium geometry, with properties calculated with the ωB97M-V functional and the def2-TZVPD basis.

```
! RIJCOSX wB97M-V def2-TZVPD def2/J DEFGRID3
* xyz -1 1
C -1.313 0.478 -0.062
C 1.335 0.280 0.081
O -1.710 1.606 -0.049
O 1.297 -1.103 -0.185
S -1.642 -1.091 0.030
H 0.734 0.507 0.972
H 0.956 0.876 -0.887
H 0.342 -1.553 0.100
*
```

As for the energy relative to the best compared isomer or geometry (same formula, charge and spin): 343.9 kJ/mol. Its orbital gap (spin up / spin down) is 6.17 / 5.32 eV. The value obtained for the HOMO energy (spin up / spin down) is -2.7 / -1.7 eV.

[3]
Below is a structure of composition C12H48AlN24O16P in a non-equilibrium geometry, with properties calculated with the ωB97M-V functional and the def2-TZVPD basis.

```
! RIJCOSX wB97M-V def2-TZVPD def2/J DEFGRID3
* xyz 0 1
Al 0.272 -0.052 -0.552
P -0.781 2.626 0.946
O -1.389 3.907 1.516
O 0.486 2.006 1.694
O -0.431 2.814 -0.579
O -1.737 1.432 0.940
C -1.224 -3.584 -2.532
O -0.857 -2.444 -2.513
N -0.775 -4.483 -1.731
N -1.988 -4.164 -3.367
H -1.255 -5.363 -1.605
H -0.241 -4.005 -1.019
H -2.110 -3.516 -4.132
H -2.108 -5.157 -3.229
C 1.182 0.977 -4.426
O 1.305 0.665 -3.283
N 1.075 0.048 -5.311
N 1.159 2.111 -4.982
H 1.112 0.366 -6.269
H 1.009 -0.908 -4.994
H 1.072 2.908 -4.367
H 0.834 2.217 -5.933
C 3.011 -1.351 2.182
O 2.089 -1.264 1.407
N 2.882 -2.061 3.299
N 4.239 -0.803 1.982
H 3.664 -2.222 3.918
H 1.949 -2.447 3.340
H 4.937 -0.842 2.710
H 4.238 -0.020 1.345
C -0.504 -4.035 1.546
O 0.001 -3.180 0.790
N 0.095 -4.557 2.539
N -1.682 -4.617 1.430
H 1.003 -4.185 2.778
H -0.321 -5.103 3.280
H -2.162 -4.444 0.559
H -2.183 -5.197 2.088
C 0.922 4.747 -3.006
O 1.521 5.381 -3.865
N 1.462 3.678 -2.333
N -0.291 4.964 -2.521
H 0.936 3.383 -1.523
H 2.383 3.289 -2.476
H -0.886 5.694 -2.886
H -0.522 4.536 -1.635
C 3.608 2.020 0.385
O 2.901 1.458 -0.452
N 3.223 2.719 1.412
N 4.909 1.920 0.471
H 3.902 3.162 2.014
H 2.247 2.941 1.542
H 5.280 1.484 -0.361
H 5.412 2.771 0.680
C -5.016 2.157 1.617
O -6.201 2.418 1.817
N -4.034 2.217 2.587
N -4.507 1.786 0.499
H -3.099 2.109 2.220
H -4.242 2.783 3.397
H -3.522 1.632 0.338
H -5.092 1.551 -0.291
C -2.558 1.389 -2.927
O -1.646 0.675 -2.748
N -2.477 2.553 -2.307
N -3.621 1.223 -3.663
H -3.374 3.007 -2.215
H -1.718 2.699 -1.656
H -4.261 1.972 -3.883
H -3.547 0.432 -4.287
C -3.365 -1.812 -0.226
O -2.239 -1.464 -0.067
N -3.919 -1.513 -1.341
N -4.284 -2.137 0.694
H -4.876 -1.742 -1.566
H -3.345 -1.196 -2.109
H -3.959 -2.407 1.612
H -5.133 -2.621 0.440
C 3.087 -3.091 -1.666
O 2.240 -2.271 -1.891
N 3.009 -4.238 -2.133
N 4.244 -2.864 -1.206
H 3.648 -4.962 -1.836
H 2.072 -4.486 -2.418
H 4.983 -3.517 -1.423
H 4.587 -1.965 -0.899
C -0.977 -0.593 3.686
O -0.882 -1.391 4.633
N 0.131 0.077 3.417
N -1.882 -0.506 2.793
H 0.853 -0.121 4.094
H 0.030 0.919 2.868
H -1.909 0.245 2.118
H -2.707 -1.087 2.835
C 2.152 2.218 5.050
O 2.407 2.177 6.206
N 1.210 2.959 4.531
N 2.834 1.556 4.167
H 0.583 3.514 5.095
H 1.050 2.833 3.542
H 2.693 1.547 3.167
H 3.706 1.115 4.423
*
```

As for the energy relative to the best compared isomer or geometry (same formula, charge and spin): 20.9 kJ/mol. Its orbital gap is 3.75 eV. The value obtained for the HOMO energy is -8.4 eV.

[4]
Below is an isolated molecule of C4H8O2, with properties calculated with the ωB97M-V functional and the def2-TZVPD basis.

```
! RIJCOSX wB97M-V def2-TZVPD def2/J DEFGRID3
* xyz 0 1
C 1.761 -0.693 -0.978
C 1.163 0.156 0.145
O 1.181 1.518 -0.229
C -0.159 -0.465 0.517
O -1.083 0.455 0.398
C -2.424 0.030 0.687
H 1.765 -1.751 -0.702
H 2.783 -0.367 -1.188
H 1.167 -0.568 -1.890
H 1.780 0.012 1.051
H 0.294 1.867 -0.066
H -2.995 0.062 -0.243
H -2.848 0.729 1.410
H -2.385 -0.984 1.087
*
```

As for the energy relative to the best compared isomer or geometry (same formula, charge and spin): 340.1 kJ/mol. Its orbital gap is 9.66 eV. The value obtained for the HOMO energy is -8.8 eV.

Number 1: E -6354.567805 Eh. Number 2: E -626.609756 Eh. Number 3: E -3588.043261 Eh. Number 4: E -307.582875 Eh.